Entry 1:
{
  "formula": "C5H27N2O6S",
  "method": "wB97M-V/def2-TZVPD",
  "elements": ["N", "H", "H", "H", "H", "H", "H", "C", "H", "H", "H", "H", "H", "H", "H", "H", "O", "C", "H", "H", "N", "C", "H", "O", "H", "C", "H", "O", "H", "H", "H", "H", "O", "H", "O", "S", "H", "O", "H", "H", "C"],
  "xyz": [[-2.0537, 0.1954, -0.5259], [2.9981, -1.5062, 2.6655], [1.3983, -2.0052, -2.4124], [0.6856, -1.5337, 3.5782], [0.7575, 0.9566, -2.3369], [-0.6066, -2.0988, 3.0916], [-4.0787, 0.6905, 0.1227], [-0.9106, -1.9858, -0.9518], [1.7230, 1.2352, 2.7458], [2.0320, -2.4710, 2.1128], [-0.8506, 1.6281, 2.2486], [-3.0388, -1.5735, -1.1384], [2.0762, -2.4311, -0.8262], [-0.4263, 2.7167, -3.2679], [0.7042, 1.7825, 0.5311], [-0.8068, -2.7827, -1.6922], [1.9883, 1.8322, 2.0406], [1.5321, -1.6633, -1.3834], [-0.0534, 2.9315, -1.7889], [0.4334, -0.9558, 0.2171], [0.3004, -1.2405, -0.7467], [2.4258, -0.3984, -1.4329], [2.8649, 2.1725, 2.2557], [0.4105, 2.5783, 0.0531], [-1.2913, 0.7829, -0.8797], [-2.1076, -1.0532, -1.3172], [1.2372, 3.0779, 0.0450], [-0.5275, 2.3242, -2.3861], [2.2804, 0.1514, -0.4991], [-3.7184, 0.9953, -1.4868], [3.5071, -0.5459, -1.4192], [-0.5307, 0.1952, 2.6036], [-0.2757, -1.3667, 3.6265], [-1.3124, -2.5992, -0.1251], [2.0750, -1.5354, 2.3644], [1.9326, 0.5487, -2.8750], [-1.7759, -0.0344, 0.4466], [-0.6731, 0.7755, 1.8207], [-3.0298, 2.0611, -0.1867], [-2.0405, -0.8970, -2.3908], [-3.2541, 1.0464, -0.5000]],
  "atomic_forces_ev_per_a": [[0.4, -0.1, 0.5], [-0.1, 0.4, 0.1], [-0.4, -0.4, 0.2], [-0.3, 0.4, 0.2], [-0.6, 0.2, -0.2], [-0.4, 0.0, 0.3], [0.6, -0.5, 0.4], [-1.8, -0.6, 0.3], [0.2, 0.0, 0.1], [-0.3, 0.1, 0.0], [0.0, 0.1, -0.4], [-0.3, 0.0, 0.2], [0.2, 0.0, -0.1], [-0.4, -0.1, 0.1], [-0.4, 0.3, 0.3], [0.1, 0.5, -0.4], [0.4, -0.1, -0.2], [-0.2, 0.6, 0.3], [-0.4, -0.3, 0.3], [0.2, -0.1, 0.0], [0.1, -0.2, -0.3], [0.9, 0.4, 0.5], [-0.1, -0.1, 0.2], [0.6, -0.2, -0.5], [0.1, -0.1, 0.0], [0.7, -1.1, -0.8], [-0.2, 0.3, 0.2], [0.4, 0.2, -0.5], [-0.4, 0.3, -0.2], [0.4, 0.5, -0.2], [-0.1, -0.4, -0.7], [-0.1, -0.5, -0.3], [0.3, -0.1, -0.4], [0.9, 0.4, 0.5], [0.9, -0.7, -0.3], [0.8, -0.4, 0.7], [0.0, 0.5, -0.2], [-0.1, -0.1, 0.9], [0.3, 0.0, -0.2], [-0.2, 0.9, 0.0], [-1.8, 0.0, -0.6]],
  "lowdin_charge": [-0.017, 0.086, 0.122, 0.022, -0.087, 0.055, 0.115, -0.177, 0.044, 0.074, 0.092, 0.138, 0.138, 0.083, -0.007, 0.136, -0.045, -0.230, 0.040, 0.100, -0.064, -0.433, 0.077, -0.076, 0.111, -0.102, 0.068, -0.103, 0.080, 0.111, 0.101, 0.034, -0.051, 0.130, -0.053, 1.171, 0.133, -0.071, 0.111, 0.136, 0.007],
  "spin_multiplicity": 2,
  "total_charge": 2,
  "energy_ev": -31706.6549,
  "homo_ev": [-16.51, -16.36]
}


Entry 2:
{
  "formula": "C5H27N3O7",
  "method": "wB97M-V/def2-TZVPD",
  "elements": ["C", "O", "H", "H", "O", "N", "H", "H", "C", "H", "C", "O", "H", "H", "O", "N", "H", "C", "O", "O", "H", "C", "H", "H", "H", "H", "H", "H", "H", "H", "H", "H", "O", "N", "H", "H", "H", "H", "H", "H", "H", "H"],
  "xyz": [[-1.3077, 1.1335, 1.5376], [3.4563, 0.0927, 1.6050], [0.6294, -1.8755, -0.3833], [2.3102, 0.6507, -1.3337], [2.4753, -0.0833, -1.9708], [-0.0464, 1.3203, 2.1323], [0.2511, 0.5507, 2.7332], [-1.0145, 2.4219, -1.3878], [-3.2058, 0.0968, -1.2128], [4.2845, 0.2309, 2.0761], [-4.6588, -0.0539, -1.6332], [3.5769, -1.7388, -0.2098], [0.7077, -3.3075, 0.1691], [-4.7799, -0.8328, -2.3760], [1.0487, -2.4401, 0.3165], [-0.6888, 1.7260, -0.7394], [-3.7582, 1.1135, 0.6702], [-3.0689, 1.2702, -0.2141], [2.2700, 1.8124, -0.0686], [1.2842, -1.1259, 2.6515], [0.2016, 2.0039, -0.4464], [-1.6538, 1.4251, 0.2789], [-0.8756, -1.3729, -1.8519], [0.7508, 1.5713, 1.4893], [-3.4028, 2.2071, -0.6997], [-5.2364, -0.2801, -0.7809], [3.3325, -1.1452, -0.9914], [2.8494, 2.5908, -0.0985], [-2.5974, 0.3531, -2.1044], [1.5834, -0.4273, -2.1079], [-0.2470, -0.0730, -1.3108], [-2.1248, -0.9904, 0.2065], [-0.0501, -0.9772, -1.6296], [-2.6540, -1.1787, -0.6853], [2.7072, -2.1508, 0.0164], [-5.0344, 0.8672, -2.0753], [-2.0433, 0.8033, 2.2773], [2.7669, 1.2473, 0.5572], [1.1045, -1.6884, 1.9103], [2.0392, -0.6662, 2.4249], [-3.3621, -1.8473, -0.5204], [3.5609, -0.5767, 0.8914]],
  "atomic_forces_ev_per_a": [[0.7, 0.2, 0.7], [-0.1, 1.2, 0.6], [0.0, -0.1, 0.1], [0.4, -0.2, -0.5], [0.0, 0.6, 0.2], [0.9, 0.5, -1.0], [-0.2, 0.1, -0.3], [-0.3, 0.1, -0.3], [0.3, 0.1, -0.2], [0.0, -0.2, -0.2], [0.9, 0.3, -0.9], [-0.4, 0.5, -0.6], [-0.3, -1.0, -0.1], [0.0, -0.3, -0.1], [-0.1, 0.6, -0.2], [-1.5, -0.7, -0.4], [0.7, 0.1, -0.9], [-0.2, -0.2, 0.7], [0.5, 0.9, 0.1], [-2.6, -1.2, 2.1], [1.5, 0.4, 0.9], [-0.2, -0.1, 0.2], [-1.5, -0.4, 0.0], [-1.4, -0.5, 0.9], [0.1, -0.4, 0.0], [-0.9, -0.3, 1.0], [0.2, -0.8, 0.7], [-0.4, -0.1, -0.3], [-0.3, 0.0, 0.3], [0.0, -0.4, -0.3], [-0.4, 0.3, -0.1], [-0.8, -0.3, -1.2], [1.6, 0.4, 0.1], [1.2, 1.4, 0.7], [0.6, 0.1, -0.2], [0.0, 0.1, 0.0], [0.0, 0.1, -0.5], [0.0, -0.4, 0.5], [-0.3, -0.6, -0.7], [2.8, 1.6, -0.7], [-0.9, -0.7, 0.4], [0.6, -1.0, -0.3]],
  "lowdin_charge": [-0.170, -0.066, 0.035, 0.010, -0.066, 0.051, 0.049, 0.099, -0.444, 0.087, -0.070, -0.097, 0.070, 0.077, -0.052, 0.097, 0.136, -0.138, -0.075, -0.038, 0.025, -0.357, 0.030, 0.065, 0.120, 0.062, 0.034, 0.091, 0.125, 0.010, 0.031, 0.093, -0.068, 0.035, 0.016, 0.082, 0.119, 0.013, -0.017, -0.057, 0.054, 0.001],
  "relative_energy_kj_mol": 0.0,
  "total_charge": 0,
  "energy_ev": -24427.3680,
  "smiles": "C[C@H](N)C/C(N)=C/N.O.O.O.O.O.O.O",
  "homo_ev": -7.42
}


Entry 3:
{
  "formula": "C5H28AgB2N10O5",
  "method": "wB97M-V/def2-TZVPD",
  "elements": ["B", "H", "N", "H", "H", "Ag", "H", "O", "C", "O", "H", "H", "H", "H", "N", "H", "H", "N", "H", "H", "H", "N", "H", "N", "N", "C", "N", "H", "H", "H", "B", "H", "H", "H", "H", "H", "C", "N", "C", "H", "O", "H", "N", "N", "H", "H", "O", "H", "H", "O", "C"],
  "xyz": [[-0.5195, -0.2845, -2.9438], [-1.2064, 3.0310, 0.4940], [-3.6918, 0.2738, -1.1302], [3.5091, 1.6366, 0.9414], [-2.2650, -3.2536, 2.9197], [0.0026, -0.1091, -0.4990], [-1.5386, 1.8223, -0.9055], [2.1813, 0.8084, -0.9106], [-2.2731, -1.7713, 1.4344], [0.9974, -2.0620, -0.3080], [-4.7340, 3.2580, -1.4240], [-3.1943, 2.6848, -0.7366], [-3.8502, -0.5661, -1.6628], [2.6419, -1.1578, 3.1109], [3.8068, 2.0352, 0.0659], [-3.9329, -1.8769, 2.5212], [0.6831, -4.4881, 0.5609], [2.9797, -2.9581, -1.0352], [2.2252, -4.9558, 0.0120], [3.6266, 3.4381, -1.9050], [-1.4889, -0.6828, -2.4750], [-4.1125, 2.5284, -1.1201], [-0.6600, 0.0117, -4.0400], [1.8231, 1.9158, 2.5683], [2.4931, -0.1743, 3.2229], [1.6159, 0.5814, 2.4963], [-1.7952, -2.8021, 2.1623], [2.6052, 2.3858, -2.8136], [-0.3866, 0.7056, -2.3854], [1.0815, 2.4321, 2.1071], [-0.9297, 2.0174, 0.0376], [3.5823, -3.7321, -0.8317], [2.5680, 2.5189, 2.8656], [4.4659, 2.7848, 0.1475], [3.2023, 0.4329, 3.5973], [0.1560, 2.0099, -0.2417], [3.0537, 1.6704, -0.9780], [3.2318, 2.5285, -2.0367], [1.7704, -2.9999, -0.3911], [0.3909, -0.9512, -2.7320], [-5.5439, 1.0989, -2.1468], [-2.7126, 0.3324, -0.8148], [-3.5958, -1.5765, 1.6221], [1.5777, -4.2142, 0.1951], [-1.0042, 1.1461, 0.7347], [-4.1033, -0.8214, 1.1851], [-1.7060, -1.0906, 0.5746], [3.4246, -2.1176, -1.3590], [-0.7915, -2.8902, 2.0862], [0.8558, 0.1361, 1.6423], [-4.5159, 1.3108, -1.4787]],
  "atomic_forces_ev_per_a": [[-0.3, -2.2, 0.1], [-0.3, 1.5, 0.9], [0.5, -0.9, 0.6], [0.1, 0.0, -0.1], [-0.2, 0.1, 0.0], [0.0, 1.2, -1.7], [-1.1, 0.1, -1.6], [1.9, 0.1, -0.5], [-1.6, 1.4, -1.6], [0.2, -1.2, 0.2], [0.3, 0.2, 0.1], [0.0, 0.2, 0.0], [-0.2, 0.1, 0.0], [-0.1, 0.0, -0.3], [0.8, -0.8, 2.3], [-0.4, 0.0, -0.1], [-0.1, 0.3, -0.2], [0.0, -0.3, 0.1], [-0.1, -0.1, -0.1], [0.0, 0.0, 0.0], [-1.4, -1.0, 0.4], [-0.3, 1.0, 0.4], [0.0, 0.9, -1.5], [-1.4, 1.8, -0.2], [-0.1, 1.2, 0.6], [1.0, -1.2, -2.3], [2.3, -0.1, -0.4], [0.0, 0.1, 0.1], [0.6, 2.9, 1.6], [0.1, -0.1, -0.2], [-0.6, -0.1, -0.6], [0.3, 0.1, -0.2], [0.3, -0.7, 0.6], [0.0, 0.1, -0.6], [0.4, -0.8, 0.5], [2.9, 0.8, -0.9], [-1.6, 1.6, -0.7], [-0.4, -1.1, -0.8], [0.7, 0.7, -0.3], [1.3, -1.1, 0.0], [0.7, 0.4, 0.9], [-1.1, 0.6, -0.2], [-1.1, -0.2, 1.2], [-0.4, -0.4, 0.5], [-1.2, -1.2, 2.3], [0.5, 0.1, -0.3], [0.1, -1.8, 1.3], [-0.5, 0.3, 0.1], [-0.1, -0.1, 0.3], [0.1, -0.6, 2.1], [-0.5, -1.5, -1.6]],
  "lowdin_charge": [-0.361, 0.008, 0.141, 0.072, 0.100, 0.959, -0.050, -0.022, -0.629, -0.023, 0.107, 0.050, 0.101, 0.104, 0.160, 0.095, 0.103, 0.172, 0.094, 0.092, -0.049, 0.167, -0.013, 0.161, 0.169, -0.643, 0.172, 0.113, -0.020, 0.111, -0.432, 0.088, 0.106, 0.103, 0.093, -0.048, -0.648, 0.163, -0.620, -0.050, -0.025, 0.031, 0.167, 0.159, -0.066, 0.101, -0.052, 0.110, 0.098, -0.034, -0.686],
  "spin_multiplicity": 2,
  "relative_energy_kj_mol": 177.0,
  "total_charge": 0,
  "energy_ev": -36127.4295,
  "homo_ev": [-8.27, -8.24]
}